[1]
Here is C29H30NO2Sb2Sc as an isolated structure from OMol25. Energies are from ωB97M-V/def2-TZVPD.

LUMO (Ha): -0.2508
Multiplicity: 1
Net charge: +2
Energy relative to the best compared isomer or geometry (same formula, charge and spin) (kcal/mol): 14.2
E_tot (Eh): -2569.02532
Frontier orbital gap (eV): 7.51

CARTESIAN COORDINATES (ANGSTROEM)
1 Sc 0.661276 -1.442801 -0.873131
2 N -0.576347 -2.793918 -2.423249
3 C 0.271520 -3.965394 -2.786684
4 C 1.730746 -3.650619 -2.496026
5 O 2.658348 -4.111067 -3.074759
6 O 1.842140 -2.776056 -1.468913
7 H -1.481978 -3.129020 -2.105663
8 H -0.795429 -2.274477 -3.270891
9 H 0.155090 -4.258693 -3.827486
10 H -0.004165 -4.821891 -2.169497
11 C -2.484629 -0.859407 -0.602355
12 C -1.466020 -0.939609 0.547960
13 C -0.934052 -2.360282 0.845630
14 Sb 0.689132 -2.550044 2.341452
15 C -0.169958 -1.122056 3.661002
16 C -1.514954 -1.242580 4.010558
17 C -2.070096 -0.407903 4.969434
18 C -1.280056 0.544707 5.599415
19 C 0.065288 0.653336 5.276469
20 C 0.620470 -0.180629 4.315225
21 C 2.006801 -1.192669 1.261097
22 C 1.883426 0.211098 1.289304
23 C 2.940947 1.019998 0.901832
24 C 4.133089 0.451206 0.468587
25 C 4.271733 -0.927994 0.413648
26 C 3.223220 -1.742048 0.815065
27 Sb -2.051560 0.268414 -2.431650
28 C -2.555497 2.161147 -1.643177
29 C -2.692289 2.426461 -0.280987
30 C -3.002681 3.706153 0.154176
31 C -3.179665 4.729365 -0.769208
32 C -3.048936 4.472582 -2.126439
33 C -2.739151 3.191914 -2.563279
34 C 0.147017 0.557821 -2.216191
35 C 0.596374 1.730000 -1.587986
36 C 1.864994 2.234084 -1.839252
37 C 2.744211 1.551173 -2.667865
38 C 2.345424 0.369657 -3.277833
39 C 1.049027 -0.099363 -3.085475
40 H -3.388405 -0.352634 -0.259027
41 H -2.814885 -1.858228 -0.888764
42 H -1.902456 -0.589620 1.483953
43 H -0.656542 -0.185009 0.429017
44 H -0.713003 -2.983156 -0.039650
45 H -1.749858 -2.935295 1.287452
46 H -2.145750 -2.002405 3.557689
47 H -3.113244 -0.512903 5.236285
48 H -1.708604 1.188562 6.355448
49 H 0.687714 1.378254 5.783801
50 H 1.678765 -0.092689 4.094910
51 H 0.987920 0.670439 1.694136
52 H 2.846337 2.095746 0.967680
53 H 4.962820 1.087816 0.189027
54 H 5.201844 -1.372888 0.086468
55 H 3.358332 -2.816390 0.796053
56 H -2.566955 1.642252 0.457875
57 H -3.115173 3.904681 1.211777
58 H -3.429209 5.725284 -0.428989
59 H -3.197235 5.265362 -2.847065
60 H -2.652537 3.007640 -3.628692
61 H -0.073090 2.285296 -0.941686
62 H 2.166559 3.169291 -1.385187
63 H 3.733002 1.948163 -2.856709
64 H 3.016856 -0.160513 -3.940666
65 H 0.733965 -0.937652 -3.698006

Cartesian forces, eV/Å:
0.1 -0.1 0.2
0.0 -0.1 0.0
0.1 0.0 0.0
0.1 0.0 -0.1
-0.1 0.0 0.0
-0.1 0.1 0.1
0.0 0.0 0.0
0.0 0.0 0.0
0.0 0.0 0.0
0.0 0.0 0.0
-0.1 0.0 0.1
0.0 0.0 -0.1
0.0 0.1 0.1
0.0 -0.1 0.1
0.0 0.0 0.0
0.0 -0.1 0.0
0.0 0.0 0.0
0.0 0.0 0.0
0.0 0.0 0.0
0.1 0.0 0.0
0.0 0.0 -0.1
0.0 0.0 0.1
0.0 0.0 0.0
0.0 0.0 0.0
0.0 0.0 0.0
0.0 0.0 0.0
0.0 0.0 -0.1
0.0 0.1 0.0
0.0 -0.1 0.0
0.0 0.0 0.0
0.0 0.0 0.0
0.0 0.0 0.0
0.0 0.0 0.0
-0.1 -0.1 -0.1
0.0 0.0 0.0
0.0 0.0 0.0
0.0 0.0 0.0
0.0 0.0 0.0
0.1 0.2 -0.1
0.0 0.0 0.0
0.0 0.0 0.0
0.0 0.0 0.0
0.0 0.0 0.0
-0.1 0.0 0.0
0.0 0.0 0.0
0.0 0.0 0.0
0.0 0.0 0.0
0.0 0.0 0.0
0.0 0.0 0.0
0.0 0.0 0.0
0.0 0.0 0.0
0.0 0.0 0.0
0.0 0.0 0.0
0.0 0.0 0.0
0.0 0.0 0.0
0.0 0.0 0.0
0.0 0.0 0.0
0.0 0.0 0.0
0.0 0.0 0.0
0.0 0.0 0.0
0.0 0.0 0.0
0.0 0.0 0.0
0.0 0.0 0.0
0.0 0.0 0.0
0.0 0.0 0.0

[2]
Here is a 2-piece molecular cluster, C29H30NOS overall at a distorted geometry from OMol25. Energies are from ωB97M-V/def2-TZVPD.

LUMO (Ha): -0.2023
Multiplicity: 1
Net charge: +1
E_tot (Eh): -1650.87466
Frontier orbital gap (eV): 3.24

CARTESIAN COORDINATES (ANGSTROEM)
1 C 0.423989 -0.177704 -5.250550
2 O 0.985357 -0.865529 -4.105481
3 C 0.666682 -0.607611 -2.787544
4 C 1.727408 0.197873 -2.206549
5 C 1.347355 1.489610 -1.839704
6 C 2.281971 2.350222 -1.259292
7 C 3.626712 1.989217 -1.267495
8 C 4.040293 0.792186 -1.860170
9 C 3.103862 -0.111873 -2.354390
10 C -0.400017 -1.400479 -2.355501
11 N -0.462743 -1.980007 -1.115426
12 C 0.493504 -1.615021 -0.094984
13 C -1.497597 -2.871997 -0.952208
14 C -1.865539 -3.329412 0.421197
15 C -2.052317 -3.239611 -2.144089
16 C -3.046889 -4.313424 -2.393733
17 S -1.407833 -2.321040 -3.453995
18 H 0.871506 -0.722417 -6.097082
19 H -0.683262 -0.262996 -5.270167
20 H 0.732528 0.887441 -5.267487
21 H 0.293054 1.730203 -2.008763
22 H 1.938553 3.284698 -0.822340
23 H 4.363709 2.659033 -0.846142
24 H 5.097841 0.542987 -1.942880
25 H 3.377912 -1.041982 -2.868931
26 H 0.426441 -2.292668 0.758774
27 H 1.512048 -1.599808 -0.493595
28 H 0.252126 -0.614672 0.250931
29 H -2.758006 -3.964871 0.350514
30 H -1.068107 -3.915910 0.905951
31 H -2.120377 -2.478794 1.078054
32 H -3.460679 -4.676915 -1.449527
33 H -3.867309 -3.944185 -3.021654
34 H -2.592167 -5.167660 -2.915610
35 C -0.594999 1.320301 0.476534
36 C -2.028151 1.343575 0.282550
37 C -2.591819 2.219991 -0.693177
38 C -3.970613 2.399389 -0.758970
39 C -4.813632 1.716186 0.124052
40 C -4.275070 0.880519 1.109024
41 C -2.901565 0.681989 1.182866
42 C -0.028564 1.134846 1.762160
43 C 1.258695 1.517205 2.155804
44 C 1.820434 1.304505 3.468274
45 C 3.093543 1.868123 3.777413
46 C 3.715433 1.626513 4.994138
47 C 3.094349 0.827687 5.963608
48 C 1.824909 0.293313 5.701132
49 C 1.186032 0.527297 4.482805
50 H -0.007480 1.941997 -0.195953
51 H -1.923851 2.801467 -1.333478
52 H -4.386567 3.058553 -1.516224
53 H -5.894691 1.844970 0.058158
54 H -4.921131 0.363259 1.812403
55 H -2.477043 0.065140 1.985246
56 H -0.721377 0.819115 2.536280
57 H 1.858733 2.096811 1.450699
58 H 3.573604 2.492963 3.018470
59 H 4.701894 2.050521 5.187037
60 H 3.594428 0.624693 6.906151
61 H 1.338533 -0.328183 6.454986
62 H 0.195961 0.100374 4.287885

Cartesian forces, eV/Å:
0.2 0.0 0.6
-0.2 -0.2 -1.5
-1.4 -1.7 -1.3
0.1 1.1 -0.4
0.4 -0.4 0.6
0.0 -0.1 -0.3
-0.3 0.1 0.1
-0.2 -0.5 -0.3
-0.6 0.1 0.3
2.7 0.2 -0.2
0.0 1.0 0.8
-0.5 -0.3 -0.1
-0.6 -0.9 -0.7
-0.3 -0.4 0.1
0.1 0.0 1.5
-0.4 -0.1 -0.2
0.3 0.5 -0.3
-0.4 0.4 0.2
0.6 0.1 0.0
-0.2 -0.5 0.0
0.6 0.2 0.1
0.3 0.1 -0.2
0.0 0.0 0.0
-0.2 0.2 0.1
0.0 0.4 0.4
0.0 0.1 -0.2
-0.2 -0.1 0.0
0.2 0.2 0.1
0.3 0.2 0.2
-0.3 0.2 -0.2
0.2 -0.2 -0.3
0.0 0.0 -0.2
0.1 -0.2 0.2
-0.1 0.2 0.1
-0.1 2.3 1.8
-0.3 -0.1 -0.1
0.2 -0.4 0.4
0.3 -0.2 0.0
0.2 0.0 0.0
0.3 -0.2 -0.2
0.1 0.2 0.0
0.3 0.3 0.0
-1.1 0.0 -0.2
0.4 0.0 0.8
-0.5 -0.2 -0.4
0.0 0.0 0.1
-0.3 0.2 -0.7
-0.2 0.0 -0.2
0.3 0.2 -0.2
-0.2 -0.7 0.1
-0.2 -0.3 0.1
0.0 -0.1 0.2
0.3 0.0 0.0
0.0 0.1 -0.1
-0.3 0.1 -0.5
0.3 -0.4 0.0
0.0 -0.4 0.0
-0.1 -0.2 0.3
-0.3 -0.1 0.0
-0.1 0.0 -0.1
0.1 0.2 -0.2
0.5 0.1 0.2

[3]
Here is C29H31AsFN7O8P2S4Ta as an isolated structure at a distorted geometry from OMol25. Energies are from ωB97M-V/def2-TZVPD.

LUMO (Ha): 0.0714
Multiplicity: 1
Net charge: -1
Energy relative to the best compared isomer or geometry (same formula, charge and spin) (kcal/mol): 63.7
E_tot (Eh): -6777.42903
Frontier orbital gap (eV): 6.75

CARTESIAN COORDINATES (ANGSTROEM)
1 Ta -0.139800 -0.190174 -0.249560
2 N 4.750593 0.141434 0.997947
3 C 3.656707 -0.043481 -0.035792
4 C 4.265058 -0.509260 -1.348270
5 P 2.657759 -1.413839 0.720100
6 O 1.905367 -0.477545 1.813971
7 O 3.691597 -2.236642 1.418318
8 O 1.655261 -1.973627 -0.233884
9 P 2.772921 1.591481 -0.192243
10 O 2.928741 2.106730 1.328754
11 O 3.533277 2.433865 -1.125684
12 O 1.281874 1.360442 -0.433375
13 H 4.759855 -0.790310 1.498339
14 H 4.462308 0.912356 1.617078
15 H 5.648148 0.353126 0.570999
16 H 4.860894 -1.412146 -1.191276
17 H 4.884413 0.278756 -1.781320
18 H 3.475834 -0.748188 -2.061542
19 H 1.352875 -0.957252 2.460188
20 H 2.072528 1.992336 1.819722
21 C -8.672725 -1.913168 -2.108930
22 O -7.992294 -1.950978 -0.871944
23 C -7.151842 -2.989960 -0.641251
24 C -7.017482 -4.093556 -1.473770
25 C -6.119786 -5.096960 -1.142518
26 C -5.309262 -4.994180 -0.019203
27 C -5.477351 -3.893118 0.831953
28 C -6.394217 -2.913223 0.527709
29 N -4.450007 -6.090497 0.255088
30 N -3.331805 -5.966754 0.778206
31 C -2.655091 -4.731922 0.917639
32 C -2.249411 -4.389445 2.207750
33 C -1.630907 -3.176126 2.478519
34 C -1.335496 -2.323061 1.426125
35 O -0.728427 -1.139000 1.489716
36 C -1.609184 -2.736433 0.118011
37 N -1.128404 -1.853206 -0.814166
38 C -0.952430 -2.398930 -2.144877
39 C -2.017699 -3.392221 -2.514440
40 C -2.596812 -4.147933 -1.580936
41 C -2.300966 -3.912049 -0.168688
42 H -9.183990 -0.954709 -2.139096
43 H -9.408646 -2.719028 -2.187282
44 H -7.976189 -1.970158 -2.949398
45 H -7.614205 -4.188563 -2.370754
46 H -6.011260 -5.966744 -1.778494
47 H -4.901237 -3.819582 1.743185
48 H -6.528419 -2.061646 1.182762
49 H -2.498461 -5.066244 3.015272
50 H -1.367709 -2.898434 3.491414
51 H 0.022991 -2.920428 -2.158581
52 H -2.243707 -3.528843 -3.565216
53 H -3.301311 -4.916461 -1.863991
54 S -2.107977 4.531356 3.343287
55 As -0.229803 3.702540 3.420708
56 S -0.120817 1.638612 2.027601
57 S -0.545078 0.518897 3.736772
58 S -0.293006 2.057202 5.134644
59 F -6.007038 -0.003420 -4.167512
60 C -5.032390 0.285836 -3.263063
61 C -5.154460 -0.187592 -1.973854
62 C -4.157321 0.108966 -1.057327
63 C -3.045682 0.878619 -1.409189
64 C -1.996001 1.213311 -0.411548
65 C -2.968742 1.339501 -2.726294
66 C -3.952116 1.046025 -3.660069
67 H -6.022962 -0.769105 -1.695650
68 H -4.241100 -0.259845 -0.040873
69 H -2.435017 1.235468 0.586070
70 H -1.574674 2.202098 -0.615207
71 H -2.115180 1.939951 -3.021448
72 H -3.886934 1.402688 -4.680089
73 N 2.751777 0.123420 -4.855304
74 C 1.546518 -0.247500 -4.231106
75 C 1.177979 0.198225 -3.016903
76 N 0.077133 -0.249796 -2.306397
77 C -0.802973 -1.172862 -3.046691
78 C -0.300240 -1.565057 -4.410439
79 N 0.777720 -1.164966 -4.948489
80 H 3.124389 0.997195 -4.514982
81 H 2.667075 0.107857 -5.861025
82 H 1.790248 0.942364 -2.533875
83 H -1.795096 -0.713296 -3.145342
84 H -0.910170 -2.269880 -4.972038

Cartesian forces, eV/Å:
-1.4 0.8 0.3
-0.1 -0.1 0.0
-0.5 -0.1 -0.2
0.1 0.0 0.0
0.8 0.0 0.9
-0.1 -0.5 -0.2
0.0 -0.1 -0.2
-0.3 0.8 -0.1
0.8 0.3 0.6
-0.2 0.1 -0.3
0.0 -0.1 -0.1
-0.1 -1.0 -0.2
0.1 0.2 -0.1
0.0 -0.1 0.1
0.0 0.0 -0.1
0.0 0.0 0.0
0.0 0.0 0.0
0.0 0.0 0.0
0.0 0.2 -0.1
0.0 -0.1 0.0
-0.1 0.0 -0.1
-0.1 0.1 0.1
0.1 -0.2 0.1
-0.2 0.1 -0.1
0.3 0.0 0.1
-0.2 0.6 -0.3
0.1 -0.2 0.0
0.0 0.1 0.0
0.1 -0.3 0.5
0.0 -0.7 -0.6
0.2 0.9 0.3
-0.3 -0.1 -0.1
0.1 0.3 0.1
-0.3 -0.6 -0.3
0.4 0.5 -0.7
-0.1 -0.1 0.7
0.0 0.2 -0.6
0.2 0.0 -0.3
0.0 0.0 0.1
-0.1 0.0 -0.2
0.0 -0.1 0.0
0.0 0.0 0.0
0.0 0.0 0.0
0.0 0.0 0.0
0.0 0.0 0.0
0.0 0.0 0.0
0.0 0.0 0.0
0.0 0.0 0.0
0.1 0.0 0.0
0.0 0.0 0.0
0.0 0.0 0.0
0.0 -0.1 0.0
-0.1 0.0 0.0
0.1 0.0 0.0
-0.2 0.3 0.2
0.1 0.0 0.5
-0.1 0.0 0.0
0.1 0.0 -0.3
0.0 0.0 0.0
0.1 0.0 0.0
-0.1 -0.1 0.0
0.1 0.0 0.0
0.0 0.0 -0.2
0.8 -0.8 0.1
0.0 0.1 0.1
0.0 0.0 -0.1
0.0 0.0 0.0
0.0 0.0 0.0
0.1 0.0 0.0
0.0 0.0 0.1
0.0 0.0 0.0
0.0 0.0 0.0
0.0 -0.2 0.0
-0.2 0.4 0.7
0.6 0.3 -0.5
-0.5 -0.5 0.8
-0.1 -0.2 0.1
0.3 0.2 0.1
-0.2 -0.4 -0.3
0.0 0.0 -0.1
0.0 0.1 0.0
0.0 0.1 -0.1
0.0 -0.1 -0.1
0.0 0.0 0.0

Question: Which of these has the lowest LUMO?
Answer: C29H30NO2Sb2Sc

Question: What is the LUMO in the third record?
Answer: 0.0714 Ha